Record 1
Entry from OMol25: an isolated molecule of C6H14O (ωB97M-V/def2-TZVPD).

```
21
Properties=species:S:1:pos:R:3
C 1.1941 -1.0510 -2.4297
O 1.0502 -0.1910 -1.3308
C -0.1963 -0.4181 -0.7234
C -0.2790 0.2647 0.6451
C -1.5675 -0.2224 1.3114
C 0.9336 -0.1192 1.4989
C -0.3237 1.7955 0.5272
H 0.8987 -2.0751 -2.1266
H 2.2427 -1.0252 -2.7430
H 0.5477 -0.7477 -3.2730
H -0.3316 -1.5198 -0.6377
H -1.0124 -0.0632 -1.3799
H -2.4458 0.0345 0.7057
H -1.6875 0.2430 2.2965
H -1.5502 -1.3103 1.4467
H 1.8550 0.2845 1.0678
H 1.0432 -1.2075 1.5770
H 0.8203 0.2883 2.5109
H 0.6003 2.1934 0.0936
H -0.4421 2.2355 1.5273
H -1.1695 2.1328 -0.0853
```

The value obtained for the largest force on an atom is 0.52 eV/Å. The energy above the lowest of the compared OMol25 structures with the same formula, charge and spin is 14.4 kcal per mole. As for the HOMO energy: -9.825 eV. The LUMO energy is 0.92 eV. Its gap between HOMO and LUMO is 10.75 eV.

---

Record 2
Entry from OMol25: a cluster of 2 separate species, C6H14O in total (ωB97M-V/def2-TZVPD).

```
21
Properties=species:S:1:pos:R:3
C 2.8530 1.4985 1.0990
C 2.1802 0.2454 0.7506
C 0.6472 0.2760 0.8716
C -0.0312 -0.7412 -0.0442
C -1.5535 -0.6238 -0.0526
C -2.1727 -1.4596 -1.1594
O -3.5766 -1.3171 -1.0905
H 0.5568 5.6322 -1.1783
H 3.8755 1.5030 1.4649
H 2.3598 2.4555 0.9598
H 2.4257 0.0355 -0.3165
H 2.6184 -0.6036 1.2947
H 0.3621 0.1021 1.9171
H 0.2899 1.2812 0.6135
H 0.2650 -1.7613 0.2402
H 0.3435 -0.5856 -1.0671
H -1.9753 -0.9383 0.9101
H -1.8504 0.4219 -0.2038
H -1.7835 -1.1138 -2.1316
H -1.8708 -2.5142 -1.0429
H -3.9630 -1.7928 -1.8348
```

The value obtained for the largest force on an atom is 0.84 eV/Å. The energy above the lowest of the compared OMol25 structures with the same formula, charge and spin is 117.8 kcal per mole. As for the HOMO energy (alpha / beta): -10.328 / -7.881 eV. The LUMO energy (alpha / beta) is 0.62 / 0.99 eV. Its gap between HOMO and LUMO (alpha / beta) is 10.94 / 8.87 eV.

---

Record 3
Entry from OMol25: a cluster of 2 separate species, C6H14O in total (ωB97M-V/def2-TZVPD).

```
21
Properties=species:S:1:pos:R:3
C -2.5364 0.1015 -1.1278
C -1.0935 -0.3282 -0.9578
C -0.4334 -0.4338 0.4338
C 0.9077 -0.0719 -0.2581
C 2.0264 0.7084 0.4146
C 0.0591 0.6188 -1.3435
H -3.2246 -0.6303 -0.6887
H -2.7803 0.1868 -2.1934
H -2.7264 1.0742 -0.6596
H -0.9378 -1.2875 -1.4685
H -0.5275 -1.3926 0.9551
H -0.7735 0.3816 1.0896
H 1.3236 -0.9953 -0.6796
H 1.6457 1.4932 1.0810
H 2.6409 1.2025 -0.3477
H 2.6900 0.0491 0.9843
H -0.1807 1.6466 -1.0348
H 0.4264 0.6294 -2.3744
O 1.4005 -1.3438 2.8614
H 0.4855 -1.2607 2.5686
H 1.7547 -0.4557 2.7375
```

The value obtained for the largest force on an atom is 0.19 eV/Å. The energy above the lowest of the compared OMol25 structures with the same formula, charge and spin is 21.7 kcal per mole. As for the HOMO energy: -10.757 eV. The LUMO energy is 0.96 eV. Its gap between HOMO and LUMO is 11.72 eV.

---

Record 4
Entry from OMol25: an isolated molecule of C6H14O (ωB97M-V/def2-TZVPD).

```
21
Properties=species:S:1:pos:R:3
C -1.6237 -0.5524 -1.1341
C -1.0781 -0.3065 0.2753
C -2.1586 0.3314 1.1462
C 0.1855 0.5676 0.2604
C 1.4294 -0.1753 -0.2199
C 2.7029 0.6578 -0.1854
O 1.6262 -1.3554 0.5550
H -2.4731 -1.2455 -1.1162
H -0.8718 -0.9724 -1.8130
H -1.9766 0.3908 -1.5709
H -0.7963 -1.2703 0.7198
H -3.0632 -0.2866 1.1820
H -2.4425 1.3132 0.7462
H -1.8045 0.4767 2.1727
H 0.3635 0.9705 1.2677
H 0.0344 1.4300 -0.4060
H 1.2469 -0.4874 -1.2587
H 2.8901 1.0498 0.8207
H 2.6433 1.4992 -0.8844
H 3.5529 0.0261 -0.4650
H 1.6132 -2.0615 -0.0925
```

The value obtained for the largest force on an atom is 0.50 eV/Å. The energy above the lowest of the compared OMol25 structures with the same formula, charge and spin is 5.3 kcal per mole. As for the HOMO energy: -10.209 eV. The LUMO energy is 0.92 eV. Its gap between HOMO and LUMO is 11.12 eV.

---

Number 4 is which compound?
C6H14O